# 1
{"formula": "C4H9NO2", "method": "ωB97M-V/def2-TZVPD", "symbols": ["C", "C", "O", "C", "C", "O", "N", "H", "H", "H", "H", "H", "H", "H", "H", "H"], "xyz": [[0.634, -0.220, 2.029], [0.883, 0.503, 0.714], [1.510, -0.329, -0.231], [-0.418, 0.853, -0.036], [-0.030, 0.233, -1.364], [0.883, 0.806, -2.124], [-0.851, -0.622, -1.975], [0.058, -1.136, 1.850], [0.081, 0.405, 2.742], [1.587, -0.507, 2.482], [1.476, 1.411, 0.919], [1.637, 0.536, -1.404], [-1.302, 0.365, 0.392], [-0.638, 1.918, -0.174], [-0.528, -1.037, -2.837], [-1.559, -1.114, -1.452]], "lumo_ha": 0.0281, "homo_lumo_gap_ev": 9.70, "e_above_lowest_kcal_mol": 57.23, "fmax_ha_per_bohr": 0.00809}

---

# 2
{"formula": "C20H18O2PPdS2SbSe4", "method": "ωB97M-V/def2-TZVPD", "symbols": ["Pd", "Se", "Sb", "Se", "Se", "Se", "C", "O", "C", "S", "S", "H", "H", "H", "O", "P", "C", "C", "C", "C", "C", "C", "C", "C", "C", "C", "C", "C", "C", "C", "C", "C", "C", "C", "H", "H", "H", "H", "H", "H", "H", "H", "H", "H", "H", "H", "H", "H", "H"], "xyz": [[0.629, -2.468, 1.517], [3.020, -7.405, 2.903], [2.472, -5.696, 1.314], [0.096, -4.824, 1.360], [2.792, -3.256, 2.161], [3.393, -6.041, -0.900], [0.448, -3.404, 5.515], [0.279, -2.610, 4.355], [-0.027, -1.330, 4.433], [-0.361, -0.542, 5.851], [-0.048, -0.540, 2.881], [0.760, -4.379, 5.144], [-0.485, -3.478, 6.075], [1.215, -2.979, 6.164], [-2.191, -0.552, -1.237], [-1.182, 0.532, -1.325], [-1.186, 1.305, -2.966], [-0.040, 1.834, -3.552], [-0.114, 2.431, -4.801], [-1.330, 2.494, -5.468], [-2.470, 1.955, -4.891], [-2.400, 1.358, -3.641], [0.504, 0.016, -1.028], [1.449, 0.838, -0.422], [2.746, 0.369, -0.223], [3.090, -0.915, -0.603], [2.145, -1.750, -1.190], [0.862, -1.277, -1.407], [-1.494, 1.884, -0.157], [-1.187, 3.214, -0.425], [-1.391, 4.181, 0.549], [-1.890, 3.816, 1.792], [-2.196, 2.489, 2.060], [-2.011, 1.523, 1.083], [0.910, 1.762, -3.034], [0.781, 2.836, -5.258], [-1.386, 2.955, -6.447], [-3.416, 1.991, -5.418], [-3.273, 0.910, -3.181], [1.170, 1.822, -0.066], [3.473, 0.996, 0.277], [4.078, -1.300, -0.391], [2.401, -2.780, -1.415], [0.115, -1.941, -1.830], [-0.790, 3.496, -1.393], [-1.151, 5.217, 0.340], [-2.029, 4.567, 2.560], [-2.548, 2.192, 3.039], [-2.232, 0.485, 1.294]], "charge": -2, "lumo_ha": 0.1377, "homo_lumo_gap_ev": 5.65, "e_above_lowest_kcal_mol": 6.75, "fmax_ha_per_bohr": 0.01931}

---

# 3
{"formula": "C11H14BNaO3", "method": "ωB97M-V/def2-TZVPD", "symbols": ["C", "C", "O", "B", "O", "C", "C", "C", "O", "C", "C", "C", "C", "C", "C", "H", "H", "H", "H", "H", "H", "H", "H", "H", "H", "H", "H", "H", "H", "Na"], "xyz": [[-3.231, 1.661, 0.998], [-1.985, 1.289, 1.995], [-2.102, 0.096, 2.889], [-0.664, -0.328, 3.030], [0.185, 0.313, 1.964], [-0.865, 0.675, 0.969], [-0.440, 1.488, -0.388], [-0.399, 0.341, -1.606], [-1.406, 0.165, -2.485], [0.981, -0.604, -1.593], [2.144, -0.240, -2.695], [3.531, -1.167, -2.621], [3.614, -2.343, -1.455], [2.418, -2.694, -0.380], [1.056, -1.781, -0.452], [-3.201, 1.072, -0.036], [-3.128, 2.803, 0.732], [-4.230, 1.373, 1.534], [-1.592, 2.097, 2.767], [-0.421, -1.478, 2.965], [-0.453, 0.001, 4.147], [-1.351, -0.357, 0.624], [-1.110, 2.409, -0.653], [0.685, 1.854, -0.250], [2.019, 0.638, -3.489], [4.409, -0.930, -3.363], [4.601, -3.005, -1.371], [2.525, -3.547, 0.443], [0.159, -1.974, 0.308], [-1.749, 2.172, -2.528]], "lumo_ha": -0.0680, "homo_lumo_gap_ev": 4.55, "e_above_lowest_kcal_mol": 130.47, "fmax_ha_per_bohr": 0.13769}

---

# 4
{"formula": "C3H7O2P", "method": "ωB97M-V/def2-TZVPD", "symbols": ["C", "C", "C", "O", "O", "P", "H", "H", "H", "H", "H", "H", "H"], "xyz": [[-1.465, 0.006, 0.548], [0.022, 0.233, 0.512], [0.828, -0.937, -0.104], [2.085, -0.382, -0.456], [2.040, 0.990, -0.908], [0.640, 1.608, -0.611], [-1.961, -0.107, -0.509], [-2.038, 0.851, 0.945], [-1.721, -0.745, 1.322], [0.297, 0.425, 1.588], [1.168, -1.829, 0.421], [0.405, -1.270, -1.049], [-0.300, 1.156, -1.697]], "smiles": "C[C@H]1COOP1", "lumo_ha": 0.0357, "homo_lumo_gap_ev": 10.21, "e_above_lowest_kcal_mol": 92.93, "fmax_ha_per_bohr": 0.08253}

---

# 5
{"formula": "C16H16AsCoNO5S5", "method": "ωB97M-V/def2-TZVPD", "symbols": ["Co", "O", "C", "O", "C", "O", "C", "C", "O", "O", "H", "H", "H", "H", "H", "S", "As", "S", "S", "S", "N", "S", "C", "C", "C", "C", "C", "C", "C", "C", "C", "C", "C", "C", "H", "H", "H", "H", "H", "H", "H", "H", "H", "H", "H"], "xyz": [[-0.215, 1.876, -0.926], [3.892, 0.184, -3.129], [3.166, 0.959, -2.285], [2.431, 0.501, -1.455], [3.479, 2.426, -2.522], [2.613, 3.282, -1.842], [1.658, 3.904, -2.703], [0.840, 2.884, -3.503], [0.844, 2.943, -4.726], [0.203, 2.019, -2.806], [3.653, -0.734, -2.926], [3.488, 2.598, -3.603], [4.499, 2.581, -2.155], [2.168, 4.565, -3.410], [1.009, 4.484, -2.046], [-2.566, 3.541, 2.916], [-1.796, 3.755, 0.915], [0.340, 3.550, 0.678], [-2.549, 2.372, -0.568], [-2.614, 5.733, 0.933], [-0.024, 0.086, -0.050], [-1.268, -0.851, 0.208], [-0.735, -2.544, -0.056], [-1.591, -3.595, 0.250], [-1.192, -4.892, -0.024], [0.048, -5.131, -0.606], [0.886, -4.073, -0.918], [0.497, -2.765, -0.648], [-1.614, -0.893, 1.955], [-2.551, 0.037, 2.381], [-2.799, 0.163, 3.742], [-2.121, -0.637, 4.647], [-1.179, -1.561, 4.205], [-0.912, -1.689, 2.853], [0.779, -0.120, 0.537], [-2.554, -3.399, 0.705], [-1.849, -5.719, 0.212], [0.357, -6.146, -0.821], [1.847, -4.264, -1.379], [1.123, -1.918, -0.903], [-3.048, 0.686, 1.667], [-3.507, 0.909, 4.078], [-2.315, -0.534, 5.707], [-0.643, -2.175, 4.918], [-0.176, -2.403, 2.504]], "charge": -1, "spin_multiplicity": 5, "lumo_ha": [0.0755, 0.0603], "homo_lumo_gap_ev": [6.91, 6.43], "e_above_lowest_kcal_mol": 0.00, "fmax_ha_per_bohr": 0.00923}

---

# 6
{"formula": "C42H86N2O14S6", "method": "ωB97M-V/def2-TZVPD", "symbols": ["C", "C", "C", "C", "C", "C", "C", "C", "C", "N", "O", "H", "H", "H", "H", "H", "H", "H", "H", "H", "H", "H", "H", "H", "H", "H", "H", "H", "H", "H", "C", "C", "C", "C", "C", "C", "C", "C", "C", "N", "O", "H", "H", "H", "H", "H", "H", "H", "H", "H", "H", "H", "H", "H", "H", "H", "H", "H", "H", "H", "O", "S", "O", "C", "C", "C", "C", "H", "H", "H", "H", "H", "H", "H", "H", "O", "S", "O", "C", "C", "C", "C", "H", "H", "H", "H", "H", "H", "H", "H", "O", "S", "O", "C", "C", "C", "C", "H", "H", "H", "H", "H", "H", "H", "H", "O", "S", "O", "C", "C", "C", "C", "H", "H", "H", "H", "H", "H", "H", "H", "O", "S", "O", "C", "C", "C", "C", "H", "H", "H", "H", "H", "H", "H", "H", "O", "S", "O", "C", "C", "C", "C", "H", "H", "H", "H", "H", "H", "H", "H"], "xyz": [[5.723, 1.529, 0.528], [5.282, 1.131, -0.894], [4.335, -0.042, -0.767], [4.503, 2.281, -1.540], [5.300, 3.415, -2.196], [6.451, 2.904, -3.061], [7.272, 1.777, -2.407], [7.990, 1.057, -3.559], [8.323, 2.415, -1.487], [6.394, 0.816, -1.779], [7.045, -0.376, -1.374], [4.853, 1.943, 1.032], [6.161, 0.700, 1.088], [6.536, 2.258, 0.521], [3.864, -0.336, -1.701], [4.930, -0.897, -0.427], [3.615, -0.008, 0.051], [3.595, 2.045, -2.096], [4.027, 2.817, -0.700], [4.611, 4.047, -2.760], [5.679, 4.085, -1.414], [7.113, 3.739, -3.283], [5.988, 2.495, -3.963], [7.287, 0.434, -4.110], [8.690, 0.364, -3.077], [8.594, 1.637, -4.254], [9.118, 2.939, -2.018], [8.805, 1.645, -0.873], [7.893, 3.149, -0.803], [7.776, -0.088, -0.809], [-6.090, -4.208, -2.038], [-5.842, -2.907, -1.277], [-4.473, -2.356, -1.676], [-6.940, -1.920, -1.716], [-7.498, -0.916, -0.666], [-7.547, -1.530, 0.746], [-6.255, -2.235, 1.166], [-5.169, -1.170, 1.353], [-6.553, -2.935, 2.504], [-5.973, -3.220, 0.146], [-5.029, -4.181, 0.568], [-7.126, -4.534, -1.908], [-5.975, -4.075, -3.117], [-5.476, -5.044, -1.708], [-4.366, -2.257, -2.755], [-4.330, -1.349, -1.279], [-3.626, -2.925, -1.286], [-6.534, -1.269, -2.494], [-7.789, -2.450, -2.147], [-6.785, -0.096, -0.624], [-8.518, -0.699, -0.968], [-8.376, -2.235, 0.857], [-7.797, -0.661, 1.364], [-4.192, -1.629, 1.580], [-5.279, -0.512, 2.220], [-4.956, -0.575, 0.467], [-7.479, -2.604, 2.976], [-5.748, -2.766, 3.222], [-6.653, -4.007, 2.348], [-4.164, -3.763, 0.439], [-1.701, -0.145, 1.020], [-1.166, -0.056, -0.317], [-1.705, -0.859, -1.387], [-1.097, 1.641, -0.873], [0.107, 1.639, -1.834], [1.201, 0.792, -1.175], [0.589, -0.293, -0.279], [-0.735, 2.113, 0.049], [-2.022, 2.063, -1.243], [-0.253, 1.262, -2.797], [0.446, 2.651, -2.067], [1.757, 1.450, -0.511], [1.811, 0.271, -1.904], [0.907, -0.211, 0.757], [0.719, -1.308, -0.651], [2.386, -3.095, -1.035], [3.249, -4.246, -0.926], [3.133, -5.099, 0.232], [3.228, -5.159, -2.503], [4.631, -5.743, -2.574], [5.646, -4.700, -2.069], [4.983, -3.780, -1.036], [3.108, -4.413, -3.287], [2.396, -5.844, -2.368], [4.588, -6.662, -1.984], [4.937, -6.061, -3.570], [6.009, -4.087, -2.893], [6.510, -5.234, -1.675], [4.830, -2.831, -1.562], [5.524, -3.538, -0.130], [-5.541, 1.702, -3.358], [-5.494, 3.141, -3.373], [-6.586, 3.906, -2.829], [-3.957, 3.765, -2.624], [-3.493, 4.784, -3.635], [-3.602, 4.068, -4.973], [-5.071, 3.645, -5.090], [-3.398, 2.827, -2.690], [-4.063, 4.101, -1.598], [-4.124, 5.678, -3.668], [-2.496, 5.172, -3.417], [-2.999, 3.160, -4.869], [-3.295, 4.581, -5.882], [-5.249, 2.746, -5.672], [-5.746, 4.447, -5.380], [-0.514, 4.207, 2.345], [0.673, 3.476, 1.976], [0.610, 2.099, 1.551], [1.613, 4.424, 0.762], [3.062, 4.573, 1.229], [3.251, 3.877, 2.602], [1.885, 3.745, 3.261], [1.106, 5.390, 0.691], [1.481, 4.066, -0.261], [3.722, 4.048, 0.542], [3.317, 5.626, 1.313], [3.927, 4.367, 3.299], [3.614, 2.851, 2.503], [1.519, 4.677, 3.700], [1.766, 2.974, 4.020], [0.402, -5.996, 3.965], [0.483, -4.550, 4.003], [1.232, -3.881, 5.035], [0.790, -3.838, 2.356], [-0.379, -2.900, 2.056], [-1.601, -3.547, 2.668], [-1.265, -4.040, 4.086], [0.994, -4.704, 1.729], [1.752, -3.344, 2.512], [-0.088, -1.893, 2.342], [-0.366, -2.862, 0.961], [-1.832, -4.422, 2.053], [-2.504, -2.942, 2.755], [-1.889, -4.902, 4.294], [-1.339, -3.207, 4.779], [0.361, 1.331, 4.703], [-0.803, 0.482, 4.767], [-0.709, -0.931, 4.509], [-1.631, 0.805, 6.350], [-2.366, 2.103, 6.029], [-3.023, 1.996, 4.637], [-2.108, 1.173, 3.738], [-0.800, 0.875, 7.043], [-2.347, -0.005, 6.485], [-3.005, 2.528, 6.803], [-1.575, 2.871, 6.018], [-3.210, 2.965, 4.180], [-3.959, 1.502, 4.903], [-1.671, 1.527, 2.806], [-2.695, 0.319, 3.389]], "smiles": "CC1(C)CCCC(C)(C)N1O.CC1(C)CCCC(C)(C)N1O.O=S1(=O)CCCC1.O=S1(=O)CCCC1.O=S1(=O)CCCC1.O=S1(=O)CCCC1.O=S1(=O)CCCC1.O=S1(=O)CCCC1", "lumo_ha": -0.0007, "homo_lumo_gap_ev": 7.75, "e_above_lowest_kcal_mol": 5.96, "fmax_ha_per_bohr": 0.04721}

---

> What is the formula in the fourth record?

C3H7O2P